Entry 1:
{"formula": "C32H25N6O4OsS3", "method": "the ωB97M-V functional and the def2-TZVPD basis", "species": ["Os", "C", "S", "C", "S", "N", "N", "C", "C", "C", "C", "C", "C", "N", "H", "H", "H", "H", "H", "H", "H", "H", "C", "C", "C", "C", "C", "C", "C", "S", "O", "O", "N", "C", "C", "C", "C", "C", "C", "C", "C", "N", "C", "H", "H", "H", "H", "H", "H", "H", "H", "H", "H", "H", "H", "H", "O", "C", "N", "C", "O", "C", "C", "C", "C", "C", "C", "H", "H", "H", "H"], "positions_angstrom": [[-0.3050, 0.0649, -0.4747], [-3.2345, -2.7311, 2.8237], [-2.2348, -3.6679, 1.6545], [-1.5018, -2.4530, 0.6553], [-1.8074, -0.7427, 0.9389], [-0.7358, -2.9031, -0.2792], [-0.1536, -1.8741, -0.9949], [0.4438, -2.1969, -2.0845], [1.1484, -1.1041, -2.7300], [2.0594, -1.2620, -3.7562], [2.8090, -0.1681, -4.1554], [2.6106, 1.0517, -3.5337], [1.6562, 1.1593, -2.5374], [0.9403, 0.1010, -2.1399], [-3.9242, -3.4630, 3.2418], [-3.8223, -1.9653, 2.3258], [-2.6353, -2.3016, 3.6225], [0.4459, -3.2196, -2.4371], [2.1925, -2.2359, -4.2055], [3.5508, -0.2712, -4.9354], [3.1817, 1.9265, -3.8092], [1.4271, 2.0967, -2.0527], [2.5337, -3.4098, 5.9546], [2.5489, -2.6586, 4.6553], [3.4410, -1.6089, 4.4498], [3.4947, -0.9432, 3.2364], [2.6367, -1.3287, 2.2171], [1.7463, -2.3827, 2.3910], [1.7020, -3.0311, 3.6107], [2.7036, -0.5437, 0.6498], [2.5114, -1.5315, -0.3639], [3.8277, 0.3396, 0.5920], [1.2781, 0.3862, 0.6514], [1.2800, 1.5834, 1.4200], [2.2532, 2.0527, 2.2717], [2.0778, 3.2668, 2.9669], [0.9574, 4.0301, 2.8123], [-0.0576, 3.5917, 1.9332], [-1.2501, 4.3005, 1.6866], [-2.1774, 3.7949, 0.8196], [-1.9159, 2.5814, 0.1721], [-0.8001, 1.9005, 0.3808], [0.1239, 2.3768, 1.2536], [2.8154, -2.7680, 6.7882], [3.2435, -4.2388, 5.9235], [1.5491, -3.8291, 6.1576], [4.1109, -1.3150, 5.2481], [4.2179, -0.1562, 3.0756], [1.1038, -2.7023, 1.5802], [1.0066, -3.8495, 3.7524], [3.1770, 1.5208, 2.4063], [2.8690, 3.5940, 3.6276], [0.8408, 4.9689, 3.3371], [-1.4182, 5.2465, 2.1860], [-3.1046, 4.3098, 0.6159], [-2.6218, 2.1345, -0.5097], [-1.0658, 2.4845, -2.6023], [-1.7512, 1.4999, -2.7767], [-1.7339, 0.3568, -1.9847], [-2.5646, -0.6190, -2.5529], [-2.7209, -1.7396, -2.1323], [-3.2231, -0.0073, -3.7453], [-4.1511, -0.5298, -4.6218], [-4.5796, 0.3022, -5.6527], [-4.0899, 1.6000, -5.7851], [-3.1522, 2.1136, -4.8934], [-2.7361, 1.2788, -3.8771], [-4.5262, -1.5378, -4.5081], [-5.3062, -0.0622, -6.3666], [-4.4475, 2.2175, -6.5984], [-2.7669, 3.1198, -4.9893]], "homo_ev": [-10.947, -10.947], "charge": 1, "e_tot_ev": -85690.3778}

=====

Entry 2:
{"formula": "C4H11N2S", "method": "the ωB97M-V functional and the def2-TZVPD basis", "species": ["C", "N", "C", "C", "N", "C", "S", "H", "H", "H", "H", "H", "H", "H", "H", "H", "H", "H"], "positions_angstrom": [[-2.0785, -0.7031, 2.6408], [-0.8812, -1.0050, 1.8969], [-1.1662, -0.8072, 0.4560], [0.3530, -0.4779, -0.2151], [1.0455, 0.3960, 0.6839], [0.1668, 0.0592, -1.6360], [1.4386, 1.2694, -2.0558], [-2.4192, 0.3148, 2.3397], [-2.0426, -0.8224, 3.7066], [-2.9354, -1.3054, 2.2766], [0.0397, -0.5997, 2.1161], [-1.4891, -1.7537, -0.0269], [-1.9500, -0.1461, 0.0857], [0.6901, -1.5873, -0.2747], [2.0881, 0.3716, 0.3769], [0.7969, 1.3477, 0.7218], [0.2243, -0.8369, -2.3417], [-0.8212, 0.5429, -1.6278]], "homo_ev": -2.443, "charge": -1, "e_tot_ev": -18141.1592, "e_above_lowest_ev": 1.939}

=====

Entry 3:
{"formula": "C15H47N13O9", "method": "the ωB97M-V functional and the def2-TZVPD basis", "species": ["C", "C", "C", "C", "C", "C", "C", "C", "C", "N", "O", "H", "H", "H", "H", "H", "H", "H", "H", "H", "H", "H", "H", "H", "H", "H", "H", "H", "H", "H", "N", "C", "N", "O", "H", "H", "H", "H", "N", "C", "N", "O", "H", "H", "H", "H", "N", "C", "N", "O", "H", "H", "H", "H", "N", "C", "N", "O", "H", "H", "H", "H", "N", "C", "N", "O", "H", "H", "H", "H", "N", "C", "N", "O", "H", "H", "H", "H", "O", "H", "H", "O", "H", "H"], "positions_angstrom": [[-19.8756, -10.3872, -2.4735], [-19.0969, -11.1662, -1.3835], [-17.8105, -10.3517, -1.0540], [-19.9571, -11.4404, -0.0895], [-19.2814, -12.4252, 0.8657], [-18.9430, -13.7416, 0.1682], [-18.1125, -13.5595, -1.1081], [-16.6132, -13.3494, -0.8523], [-18.2811, -14.8944, -1.8713], [-18.7317, -12.5219, -1.9255], [-17.8836, -12.2441, -3.0580], [-20.4454, -9.4440, -2.2035], [-19.1364, -10.0645, -3.2016], [-20.5660, -11.0433, -2.9823], [-18.0721, -9.3077, -1.0855], [-17.3568, -10.5896, -0.0661], [-17.1310, -10.6534, -1.8730], [-20.0263, -10.5203, 0.5067], [-20.9796, -11.8480, -0.1970], [-18.3700, -11.9594, 1.2257], [-19.8555, -12.5574, 1.7867], [-19.8425, -14.3394, -0.1421], [-18.4143, -14.5141, 0.7698], [-16.3904, -12.4363, -0.3214], [-16.0261, -13.2618, -1.7212], [-16.2323, -14.1961, -0.2563], [-19.2731, -15.1445, -2.0465], [-17.7972, -15.7504, -1.3810], [-17.7600, -14.8086, -2.8485], [-18.3790, -12.6426, -3.8353], [-15.4763, -5.8531, 2.6302], [-15.6008, -7.2918, 2.7180], [-16.3735, -7.9319, 1.7978], [-15.0002, -7.8977, 3.6100], [-14.9426, -5.5199, 3.3883], [-16.0952, -5.1506, 2.2167], [-16.4915, -8.9181, 2.0090], [-17.0601, -7.4646, 1.1833], [-15.0425, -14.9583, 2.0723], [-14.7783, -16.3026, 2.1212], [-13.6286, -16.6158, 1.4025], [-15.4268, -17.1755, 2.6313], [-15.7949, -14.6664, 2.7096], [-14.4180, -14.2366, 1.7127], [-13.5434, -17.6136, 1.5591], [-12.8766, -15.9779, 1.3674], [-14.4995, -11.0955, 3.3751], [-15.8323, -11.1921, 3.5768], [-16.2848, -10.3956, 4.5412], [-16.6262, -11.8336, 2.8783], [-13.9300, -10.3055, 3.7033], [-14.1855, -11.6250, 2.6070], [-15.7567, -9.5988, 4.7114], [-17.2300, -10.5657, 4.8654], [-11.4805, -8.6354, -2.8012], [-11.1960, -7.7574, -3.8297], [-10.0838, -6.9226, -3.6957], [-11.7993, -7.6568, -4.9207], [-10.7240, -8.9220, -2.2354], [-12.0725, -9.4173, -2.9937], [-9.2412, -6.9055, -3.1145], [-9.9779, -6.3882, -4.5315], [-13.7170, -9.7379, -5.3930], [-14.3894, -10.4871, -4.5042], [-15.5194, -11.2022, -4.8833], [-14.0355, -10.5596, -3.2969], [-13.0182, -9.0399, -5.0217], [-14.1791, -9.4564, -6.2875], [-16.1040, -11.3743, -4.0593], [-16.0334, -11.0319, -5.7313], [-14.2250, -10.8634, -0.3467], [-13.7086, -12.0964, -0.2742], [-13.5870, -12.7423, -1.4417], [-13.3508, -12.5287, 0.8343], [-14.5109, -10.4055, 0.4710], [-14.5601, -10.3804, -1.1445], [-13.1094, -13.6143, -1.4328], [-13.8672, -12.1917, -2.2866], [-10.7920, -18.5835, 2.1099], [-11.1959, -17.7491, 1.8419], [-11.2961, -19.2806, 1.7514], [-11.3655, -14.3177, 0.4533], [-10.6223, -14.2777, 1.0585], [-11.9896, -13.6922, 0.7977]], "homo_ev": -8.602, "e_tot_ev": -54121.4247}

=====

Entry 4:
{"formula": "H24O12", "method": "the ωB97M-V functional and the def2-TZVPD basis", "species": ["O", "H", "H", "O", "H", "H", "O", "H", "H", "O", "H", "H", "O", "H", "H", "O", "H", "H", "O", "H", "H", "O", "H", "H", "O", "H", "H", "O", "H", "H", "O", "H", "H", "O", "H", "H"], "positions_angstrom": [[-11.4073, -7.8285, -16.4257], [-11.1349, -7.0270, -16.8726], [-10.5876, -8.2696, -16.2030], [-13.9143, -7.4162, -17.9028], [-14.0726, -7.9234, -17.1066], [-13.9664, -8.0583, -18.6108], [-14.7379, -6.7599, -14.4803], [-15.6780, -6.6373, -14.3484], [-14.6261, -7.7084, -14.5438], [-10.5870, -10.2058, -14.8786], [-11.5329, -10.0925, -14.9714], [-10.4884, -11.0521, -14.4423], [-12.1182, -10.5458, -13.0569], [-12.3082, -11.3759, -12.6198], [-12.9478, -10.2923, -13.4616], [-15.2036, -10.0106, -16.7560], [-14.3775, -10.2404, -17.1815], [-14.9457, -9.6690, -15.8999], [-12.7272, -6.3531, -14.6968], [-12.1276, -7.0500, -14.4302], [-13.5998, -6.7196, -14.5539], [-12.6572, -10.5368, -15.4226], [-13.2382, -10.5856, -16.1818], [-13.1579, -10.9362, -14.7112], [-13.6245, -9.0256, -13.3584], [-13.0740, -8.2470, -13.4414], [-13.4522, -9.3482, -12.4739], [-11.7037, -9.6664, -17.5513], [-11.5927, -8.8349, -17.0901], [-10.8677, -10.1181, -17.4361], [-13.6101, -8.6436, -15.4154], [-13.0974, -9.2086, -14.8372], [-12.9570, -8.1224, -15.8824], [-15.4901, -9.0025, -14.2641], [-14.5500, -9.1449, -14.1536], [-15.7762, -8.6305, -13.4299]], "homo_ev": -10.057, "e_tot_ev": -24947.4112, "e_above_lowest_ev": 14.283}